Entry from the Open Molecules 2025 dataset: an isolated molecule of C13H16OS in a non-equilibrium geometry (ωB97M-V with the def2-TZVPD basis set).

XYZ file:
```
31
Properties=species:S:1:pos:R:3:forces:R:3
C -2.71325 1.21959 -1.84538 0.4 0.5 1.0
C -1.83828 0.07481 -1.38813 0.7 -1.5 0.0
C -1.71199 -0.08922 0.13894 0.2 -0.7 0.1
C -0.70320 -1.07398 0.69541 -0.3 -2.0 1.2
S -0.89488 -2.81328 -0.02291 0.6 1.2 -1.0
C 0.76974 -0.65613 0.58871 -1.1 -0.1 1.5
C 1.38467 -0.03229 1.70939 0.2 -0.2 -1.3
C 2.73937 0.21501 1.59434 2.1 1.1 3.8
C 3.44401 0.07990 0.45302 -0.2 -1.2 -4.0
C 4.82550 0.41150 0.04108 0.5 2.0 0.5
O 5.23689 0.37683 -1.09847 -0.1 -0.5 0.6
C 2.75565 -0.39856 -0.66779 -0.8 -0.9 -2.1
C 1.47664 -0.91932 -0.58436 -0.2 0.3 0.8
C -2.00373 1.07888 1.03291 0.0 1.3 -0.4
C -2.97046 -0.04434 0.92213 -2.0 -1.6 0.1
H -3.68914 1.24736 -1.32030 0.4 0.0 -0.9
H -2.69428 1.28278 -2.90786 -1.0 -0.6 -1.0
H -2.19312 2.15089 -1.66550 0.0 0.5 0.7
H -0.76164 0.33739 -1.71795 -1.6 -1.1 -0.2
H -2.33866 -0.95245 -1.78865 1.8 2.2 0.7
H -1.04422 -1.36654 1.78778 1.1 1.1 -1.9
H -0.27831 -2.43712 -1.22079 -1.1 -1.0 1.1
H 0.89605 0.30918 2.62054 -0.3 -0.6 -0.3
H 3.40356 0.51966 2.50034 -1.6 -0.3 -1.3
H 5.42644 0.95847 0.79342 0.2 -0.5 0.3
H 3.16984 -0.38462 -1.70866 0.2 -0.2 1.4
H 0.98516 -1.56400 -1.34657 1.0 1.3 0.3
H -2.18527 1.91957 0.36520 -0.4 0.2 0.7
H -1.51486 1.38411 1.97231 0.0 -0.7 -0.6
H -3.03250 -0.83771 1.71389 0.1 1.2 -0.6
H -3.94575 0.00365 0.35393 1.2 0.3 0.8
```
Forces are in eV/Å.

- structure (SMILES) = CCC1([C@@H](S)c2ccc(C=O)cc2)CC1
- energy above the lowest of the compared OMol25 structures with the same formula, charge and spin (kcal/mol) = 0.00
- molar mass (u) = 220.3
- orbital gap (Eh) = 0.3351
- net charge = 0
- highest occupied orbital energy (eV) = -9.109

Entry from the Open Molecules 2025 dataset: a cluster of 6 separate species, C36H71BO8 in total in a non-equilibrium geometry (ωB97M-V with the def2-TZVPD basis set).

XYZ file:
```
116
Properties=species:S:1:pos:R:3:forces:R:3
C 3.40096 3.18395 -1.47109 0.0 0.2 -0.1
C 2.40760 3.82054 -2.45766 0.2 0.3 0.2
C 1.28162 4.60478 -1.76883 -0.3 -0.3 -0.4
C 0.28212 3.67618 -1.04756 0.0 -0.2 0.2
C 0.26467 3.80074 0.48520 0.3 -0.1 0.2
C 0.00967 2.47490 1.20883 -0.1 0.2 0.0
C -1.39298 1.86339 1.00595 0.0 -0.1 0.2
C -1.41040 0.32223 0.86462 -0.4 0.1 0.2
C -2.02420 -0.21364 -0.43762 0.0 -0.1 0.0
C -1.58983 0.49127 -1.73598 -0.2 -0.2 -0.2
C -0.86024 -0.26900 -2.85599 0.3 -0.2 0.2
C -1.35550 -1.62476 -3.34908 -0.6 0.1 -0.4
O -0.35685 -2.01638 -4.32458 0.1 0.3 -0.1
C 0.72635 -1.18618 -4.21322 0.7 0.3 -1.1
O 1.51204 -1.02381 -5.12932 -0.9 -0.4 1.4
C 0.66750 -0.58901 -2.83036 0.0 0.0 0.1
B 1.26528 -1.80837 -1.92724 0.0 -0.1 -0.1
O 2.04580 -2.73112 -2.61362 0.3 0.3 1.1
C 1.14315 -2.03123 -0.39072 0.0 -0.4 0.1
C 2.19945 -1.14175 0.31683 -0.1 -0.3 0.0
H 3.45487 3.78061 -0.55346 0.0 -0.1 -0.1
H 3.12734 2.15941 -1.20745 0.0 0.1 0.1
H 4.40910 3.16722 -1.89374 -0.1 -0.2 0.0
H 1.96692 3.05042 -3.10064 0.0 0.1 0.0
H 2.95493 4.50144 -3.11890 -0.1 -0.1 0.0
H 0.75206 5.17219 -2.54345 0.1 0.1 0.2
H 1.70878 5.31743 -1.05691 0.0 0.0 -0.1
H -0.72957 3.80805 -1.44443 0.1 0.0 0.0
H 0.56004 2.63817 -1.28144 0.0 0.1 0.0
H 1.25718 4.14458 0.80843 -0.1 0.0 0.0
H -0.43209 4.56859 0.83866 0.0 0.0 -0.2
H 0.16298 2.64664 2.28140 0.0 -0.1 -0.1
H 0.78733 1.76509 0.90392 -0.1 0.0 -0.1
H -1.90082 2.34338 0.16364 0.1 0.0 0.0
H -1.97908 2.11588 1.89673 -0.1 0.1 -0.2
H -0.41155 -0.06311 1.05024 0.2 -0.1 -0.2
H -2.02176 -0.07634 1.67919 0.2 -0.1 -0.1
H -3.11097 -0.10678 -0.32937 0.1 0.0 -0.1
H -1.85762 -1.29327 -0.53060 0.0 0.1 0.2
H -2.49471 0.87262 -2.22650 0.1 0.1 0.1
H -0.99453 1.37692 -1.50637 0.0 -0.1 -0.1
H -0.99613 0.37462 -3.73954 0.2 0.1 0.2
H -1.48164 -2.39367 -2.58061 0.3 0.0 0.0
H -2.29599 -1.55180 -3.90457 0.0 0.0 0.2
H 1.28722 0.30710 -2.70733 0.0 -0.1 -0.2
H 2.74836 -2.32472 -3.12258 -0.1 0.0 -0.8
H 1.41957 -3.07140 -0.17644 -0.1 0.1 0.0
H 0.15603 -1.88429 0.03320 -0.1 0.3 0.0
H 3.16922 -1.63744 0.24924 0.0 0.2 0.0
H 1.96516 -1.07055 1.38281 0.1 0.2 -0.2
H 2.28578 -0.14182 -0.11925 -0.1 0.0 0.1
C 0.58497 -3.67113 -7.29122 0.0 -0.1 0.1
C 0.68133 -3.55807 -8.81070 -0.1 0.0 0.0
C 0.05538 -4.87342 -9.25881 0.0 0.0 0.0
O -0.92172 -5.20855 -8.27375 0.0 0.0 0.0
C -0.75561 -4.37253 -7.12428 0.0 0.1 0.0
H 0.62119 -2.72472 -6.75848 0.1 0.0 -0.1
H 1.39032 -4.30343 -6.90953 0.0 0.0 0.0
H 0.08307 -2.71461 -9.16279 0.0 0.0 0.0
H 1.69849 -3.42900 -9.17779 0.0 0.0 0.0
H 0.80449 -5.67228 -9.30365 0.0 0.0 0.0
H -0.43387 -4.80688 -10.23185 0.0 0.0 0.0
H -1.57600 -3.64667 -7.09394 0.0 0.0 0.0
H -0.80901 -4.98940 -6.22669 0.0 0.0 0.0
C 1.18840 8.76856 2.80169 0.0 0.0 0.0
C 1.22344 8.83245 1.27555 0.0 0.0 0.0
C 0.83357 7.40812 0.90212 0.1 0.0 0.1
O -0.04256 6.94935 1.93251 0.0 0.0 0.0
C -0.00287 7.85001 3.04043 0.0 0.0 0.0
H 1.07206 9.73963 3.28021 0.0 0.0 0.0
H 2.10386 8.30888 3.17979 0.0 0.0 0.0
H 0.47618 9.53931 0.90923 0.0 0.0 0.0
H 2.19232 9.12104 0.87111 0.0 0.0 0.0
H 1.71227 6.75397 0.87116 0.0 0.0 0.0
H 0.32170 7.34134 -0.05886 0.0 0.0 0.0
H -0.93955 8.41719 3.07050 0.0 0.0 0.0
H 0.07902 7.27116 3.96105 0.0 0.0 0.0
C -2.00424 -4.15318 4.15852 0.1 0.0 0.0
C -1.93264 -3.04805 5.21424 -0.1 -0.1 0.0
C -1.02189 -2.03576 4.53752 0.1 0.0 0.0
O -1.26463 -2.15780 3.13161 0.0 0.0 0.0
C -2.01821 -3.34089 2.86886 0.0 0.0 0.0
H -2.87564 -4.79917 4.25534 0.0 0.0 0.0
H -1.10958 -4.77933 4.20208 0.0 0.0 0.0
H -2.91722 -2.61124 5.38258 0.1 0.0 0.0
H -1.54228 -3.38805 6.17295 0.0 0.0 0.0
H 0.03539 -2.25229 4.72942 0.0 0.0 0.0
H -1.23016 -1.01061 4.84649 0.0 0.0 0.0
H -3.04119 -3.05564 2.59562 0.0 0.0 0.0
H -1.56993 -3.86456 2.02234 0.0 0.0 0.0
C 4.42320 -5.83371 1.46702 0.0 0.0 0.0
C 3.15769 -6.15847 2.26013 0.0 0.0 0.0
C 2.76039 -4.78195 2.77938 0.0 0.0 0.0
O 3.19436 -3.84583 1.79437 0.0 0.1 0.0
C 4.06202 -4.48508 0.85688 0.0 -0.1 0.0
H 4.67352 -6.57991 0.71475 0.0 0.0 0.0
H 5.27480 -5.72990 2.14263 0.0 0.0 0.0
H 2.38667 -6.54924 1.59275 0.0 0.0 0.0
H 3.31326 -6.88010 3.06064 0.0 0.0 0.0
H 3.25857 -4.55624 3.72891 0.0 0.0 0.0
H 1.68362 -4.66918 2.91967 0.0 0.0 0.0
H 3.53014 -4.60882 -0.09352 0.0 0.0 0.0
H 4.92870 -3.84490 0.68586 0.0 0.0 0.0
C -4.42333 1.71177 4.83497 0.0 0.0 0.0
C -4.96007 0.82878 3.70973 0.0 0.0 0.0
C -4.14813 -0.44371 3.90731 0.0 0.0 0.0
O -3.88447 -0.53854 5.31154 -0.1 0.1 0.0
C -4.22026 0.69493 5.95123 0.0 0.0 0.0
H -5.09712 2.51810 5.12013 0.0 0.0 0.0
H -3.46708 2.15236 4.54409 0.0 0.0 0.0
H -6.02335 0.63142 3.86160 0.0 0.0 0.0
H -4.83062 1.25579 2.71595 0.0 0.0 0.0
H -3.19470 -0.39778 3.37402 0.0 0.0 0.0
H -4.67796 -1.34285 3.58789 0.0 0.0 0.0
H -5.13670 0.55580 6.53451 0.0 0.0 0.0
H -3.41443 0.96560 6.63465 0.0 0.0 0.0
```
Forces are in eV/Å.

- structure (SMILES) = CCCCCCCCCC[C@@H]1COC(=O)[C@@H]1B(O)CC.C1CCOC1.C1CCOC1.C1CCOC1.C1CCOC1.C1CCOC1
- molar mass (u) = 642.8
- orbital gap (Eh) = 0.3534
- net charge = 0
- highest occupied orbital energy (eV) = -8.973

Entry from the Open Molecules 2025 dataset: a cluster of 2 separate species, C5H14NOS in total in a non-equilibrium geometry (ωB97M-V with the def2-TZVPD basis set).

XYZ file:
```
22
Properties=species:S:1:pos:R:3:forces:R:3
C 1.98974 -0.22210 -0.64951 4.0 -3.1 2.3
N 1.11178 0.59125 0.00320 -3.5 2.7 -0.8
C -0.26175 0.50163 -0.54810 -0.6 1.0 0.9
C -1.08424 1.79486 -0.21180 -3.2 -2.6 1.5
S -2.94226 1.56577 -0.85769 2.0 0.5 0.5
C -0.90148 -0.73503 0.02539 -1.9 -1.3 -0.5
C 3.30508 -0.05747 0.20814 0.8 -0.6 0.1
H 1.85434 -1.37291 -0.58023 -0.6 1.2 0.2
H 2.19839 -0.15112 -1.72991 -0.3 1.2 0.3
H 1.19266 0.82094 1.02219 0.0 -0.8 -1.7
H -0.28817 0.40242 -1.69454 0.7 0.4 1.7
H -1.41635 1.95944 0.92258 1.4 -0.3 -2.2
H -0.66692 2.62042 -0.68466 0.6 1.7 -0.4
H -1.87336 -0.65892 0.56230 0.8 0.6 -0.5
H -0.26618 -1.29273 0.66017 1.0 -0.2 0.9
H -1.09940 -1.45119 -0.76664 -0.3 -0.1 -0.2
H 3.23676 -0.28175 1.38212 -0.2 -0.4 -2.8
H 4.02218 -0.67988 -0.39068 0.1 0.4 1.4
H 3.68562 0.97336 0.27523 -0.2 -0.1 -0.7
H -3.30442 -1.16707 1.46807 0.0 0.1 -0.5
H -4.35533 -1.56797 0.31842 0.7 0.3 0.6
O -4.13670 -1.59192 1.26592 -0.9 -0.5 0.0
```
Forces are in eV/Å.

- 2S+1 = 2
- energy above the lowest of the compared OMol25 structures with the same formula, charge and spin (kcal/mol) = 47.06
- molar mass (u) = 136.2
- orbital gap (spin up / spin down) (Eh) = 0.3506 / 0.2438
- net charge = 0
- highest occupied orbital energy (spin up / spin down) (eV) = -8.702 / -8.690